# 1
{"formula": "C17H30NO2P2V", "method": "ωB97M-V/def2-TZVPD", "species": ["C", "C", "N", "C", "C", "C", "C", "P", "V", "P", "C", "O", "O", "H", "H", "H", "C", "C", "H", "H", "H", "H", "C", "C", "H", "H", "H", "H", "H", "H", "H", "H", "H", "H", "H", "H", "H", "H", "H", "H", "H", "H", "C", "C", "C", "C", "C", "C", "H", "H", "H", "H", "H"], "coordinates": [[0.9619, -1.2510, -4.0072], [0.9859, -0.9317, -2.6495], [-0.1698, -0.8484, -1.9591], [-1.3484, -1.1216, -2.5646], [-1.4240, -1.4959, -3.9175], [-0.2478, -1.5367, -4.6398], [2.2293, -0.3364, -2.0472], [2.1488, -0.1663, -0.2128], [-0.0492, -0.4282, 0.1954], [-2.3658, -0.0761, -0.1649], [-2.5927, -1.0128, -1.7292], [2.3219, 2.7729, -3.0646], [-0.7339, 2.6319, -2.3446], [1.9101, -1.2602, -4.5564], [-2.4496, -1.6420, -4.3597], [-0.2810, -1.8786, -5.6976], [3.0510, -1.6525, 0.3086], [3.3102, 1.1890, 0.1171], [-3.4058, -0.4994, -2.2726], [-3.0017, -2.0045, -1.4403], [2.4576, 0.6490, -2.4087], [3.1011, -0.9444, -2.3384], [-3.4542, -0.8362, 1.0284], [-3.1423, 1.5231, -0.5330], [-0.0928, 2.1613, -1.7406], [-0.5967, 3.5495, -1.9655], [1.3554, 2.5904, -2.8650], [2.2984, 2.4449, -4.0085], [-0.3126, -1.8283, 0.6170], [-0.9822, 0.9479, -0.0200], [4.0550, -1.6546, -0.1436], [3.0983, -1.6293, 1.4144], [2.4725, -2.5308, -0.0136], [4.3501, 0.8632, -0.0462], [3.0979, 2.0563, -0.5287], [3.1933, 1.4990, 1.1627], [-4.1571, 1.3125, -0.8731], [-3.1426, 2.0930, 0.4017], [-2.5448, 2.0408, -1.2946], [-4.4815, -0.7275, 0.6710], [-3.2135, -1.8963, 1.1462], [-3.3388, -0.3287, 1.9884], [-1.0554, 1.2734, 4.6598], [-0.8140, -0.0850, 4.3767], [-0.3961, -0.4607, 3.0804], [-0.2051, 0.5468, 2.1331], [-0.4736, 1.8988, 2.3835], [-0.8953, 2.2778, 3.6779], [-1.3688, 1.5609, 5.6635], [-0.9372, -0.8538, 5.1515], [-0.2144, -1.4986, 2.7913], [-0.3617, 2.6292, 1.5805], [-1.0811, 3.3319, 3.9158]], "atomic_forces_ev_per_a": [[0.30, -0.31, -0.02], [-0.47, 1.23, -1.23], [0.09, 0.07, 0.24], [-0.03, -0.27, -0.33], [-1.05, 0.59, 0.67], [0.18, -0.80, -0.75], [0.60, -1.29, 0.44], [3.13, 0.64, -1.22], [-1.83, 3.63, 1.15], [0.37, -1.14, -0.01], [-0.94, 0.05, 0.13], [-1.99, -1.27, -1.32], [1.93, 1.01, 1.70], [-0.48, -0.06, 0.16], [1.42, -0.02, 0.41], [0.17, 0.56, 0.83], [-0.29, -0.19, 0.63], [0.15, 0.35, 0.20], [0.36, -0.34, -0.15], [0.44, 0.37, -0.23], [-0.27, 0.59, -0.52], [-0.18, 0.10, 0.16], [-0.75, -0.17, 0.06], [0.12, -0.36, 0.20], [-1.23, 0.05, -0.65], [-0.59, -1.08, -0.92], [1.37, 0.71, -0.16], [0.55, 0.73, 1.24], [-1.76, -2.80, 0.45], [1.12, -0.16, -0.34], [-0.36, -0.04, 0.23], [0.17, -0.25, -0.55], [0.32, 0.11, 0.18], [-0.38, 0.10, 0.00], [0.03, -0.34, 0.20], [0.07, -0.05, -0.20], [-0.06, 0.34, 0.04], [-0.14, 0.10, -0.18], [-0.34, -0.14, 0.21], [-0.12, -0.06, 0.26], [0.07, 0.21, -0.01], [-0.02, -0.05, -0.03], [0.13, -0.02, -0.34], [0.10, 0.11, -0.36], [-0.08, 0.88, 0.85], [0.10, -0.39, -2.19], [-0.19, -0.28, 1.29], [0.25, -0.65, -0.35], [0.07, -0.09, -0.25], [-0.01, 0.46, -0.30], [-0.10, 0.19, 0.44], [0.00, -0.05, 0.31], [0.01, -0.50, -0.03]], "multiplicity": 2, "orbital_gap_ev": [6.95, 7.19], "charge": 1}

# 2
{"formula": "C22H50AgO12S8Tl", "method": "ωB97M-V/def2-TZVPD", "species": ["Ag", "Tl", "C", "C", "C", "O", "C", "C", "C", "O", "O", "O", "H", "H", "C", "S", "O", "C", "H", "H", "H", "H", "H", "H", "C", "S", "O", "C", "H", "H", "H", "H", "H", "H", "C", "S", "O", "C", "H", "H", "H", "H", "H", "H", "C", "S", "O", "C", "H", "H", "H", "H", "H", "H", "C", "S", "O", "C", "H", "H", "H", "H", "H", "H", "C", "S", "O", "C", "H", "H", "H", "H", "H", "H", "C", "S", "O", "C", "H", "H", "H", "H", "H", "H", "C", "S", "O", "C", "H", "H", "H", "H", "H", "H"], "coordinates": [[3.6507, -2.2086, 1.8509], [-1.4188, 2.4507, -4.2691], [1.5324, 1.5282, -0.3814], [0.3270, 1.6065, -1.1882], [-0.4182, 0.1870, -1.5573], [-1.5124, 0.4355, -2.1248], [0.2560, -1.0848, -1.1521], [1.3871, -1.0337, -0.4154], [2.0378, 0.3012, 0.0346], [3.0105, 0.4331, 0.8859], [1.8600, -2.1980, -0.0908], [-0.1398, 2.6787, -1.5895], [2.0172, 2.4634, -0.1429], [-0.1603, -2.0217, -1.4919], [-2.6500, -3.1748, -1.3515], [-4.3791, -3.7687, -1.1536], [-4.9213, -3.8929, -2.5541], [-4.0624, -5.5205, -0.4220], [-2.2183, -3.5332, -2.2860], [-2.0052, -3.4045, -0.5033], [-2.6330, -2.1048, -1.5585], [-3.4195, -5.4988, 0.4580], [-3.4077, -6.0691, -1.0992], [-4.8753, -6.1217, -0.0146], [0.7013, -3.7143, 2.7775], [1.5389, -2.9241, 4.2729], [2.3011, -1.7641, 3.6995], [0.1199, -2.3523, 5.2904], [1.4175, -4.0431, 2.0245], [0.0378, -2.9490, 2.3747], [-0.0247, -4.4225, 3.1769], [-0.2863, -3.1819, 5.8692], [-0.7173, -1.9598, 4.7132], [0.4555, -1.5549, 5.9535], [1.0464, -3.9400, -3.6393], [0.4875, -3.1606, -5.2295], [-0.2041, -4.2954, -5.9901], [-0.9469, -2.1266, -4.5934], [1.3949, -3.0873, -3.0566], [1.8761, -4.6395, -3.7412], [0.1903, -4.4038, -3.1493], [-1.8714, -2.6785, -4.4234], [-1.1502, -1.3133, -5.2900], [-0.8537, -1.5774, -3.6566], [0.6924, 0.9202, 3.8044], [-0.0991, 2.5370, 4.3067], [0.9693, 3.5017, 4.7918], [-0.4547, 3.0782, 2.5601], [1.5235, 1.1513, 3.1381], [0.0313, 0.2179, 3.2966], [1.1395, 0.4688, 4.6901], [-0.8479, 4.0935, 2.5102], [-1.1160, 2.3424, 2.1025], [0.4353, 2.9943, 1.9365], [-0.8970, 7.2118, -3.3830], [-1.1774, 6.0074, -2.0085], [-1.8215, 4.7871, -2.7085], [0.6048, 5.7691, -1.6345], [-0.6818, 6.5481, -4.2205], [-0.1426, 7.9873, -3.2503], [-1.7800, 7.7955, -3.6431], [1.0600, 6.5969, -1.0908], [1.1604, 5.5414, -2.5441], [0.7729, 4.8579, -1.0604], [-3.3289, 3.5787, -0.0576], [-4.1506, 2.3942, -1.2235], [-3.8067, 2.6895, -2.6923], [-5.8502, 3.0546, -0.9050], [-3.7076, 3.5017, 0.9616], [-3.4503, 4.5824, -0.4650], [-2.2594, 3.3729, -0.0120], [-6.2126, 2.9859, 0.1206], [-6.5157, 2.4949, -1.5623], [-5.9279, 4.1034, -1.1916], [3.3907, 4.4758, 1.9439], [3.9960, 3.4498, 3.3445], [4.9064, 2.3756, 2.7094], [5.0862, 4.5204, 4.2029], [3.0231, 3.9350, 1.0718], [4.2287, 5.0751, 1.5879], [2.6558, 5.2445, 2.1826], [4.5212, 5.4111, 4.4776], [5.7962, 4.9353, 3.4875], [5.5920, 4.0098, 5.0224], [0.5741, -5.8560, -0.7966], [1.8312, -6.3163, 0.4607], [1.6552, -7.8407, 0.4283], [3.3641, -5.9352, -0.4975], [-0.4490, -6.1493, -0.5613], [0.8692, -6.4575, -1.6563], [0.5536, -4.7798, -0.9683], [3.2204, -6.5493, -1.3865], [4.3159, -6.1646, -0.0184], [3.3376, -4.9101, -0.8670]], "atomic_forces_ev_per_a": [[-0.78, 0.70, -0.43], [-0.68, 0.25, 1.07], [-1.39, 0.94, -1.29], [-0.63, -0.67, -0.44], [-0.60, 1.28, -0.05], [2.10, -1.54, 0.65], [-2.92, 3.80, -2.08], [1.88, -2.85, 1.34], [2.77, -0.21, 2.88], [-2.39, -1.91, -2.25], [1.05, 2.20, 0.80], [0.68, -1.62, 0.38], [0.25, -0.16, 0.24], [0.04, -0.02, 0.24], [0.17, -0.22, -0.43], [-0.41, -0.82, -0.30], [0.67, -0.12, 1.33], [1.51, 0.52, -0.05], [-0.13, -0.83, 0.09], [-0.15, -0.05, 0.07], [-0.60, 0.23, 0.55], [0.18, 0.98, 0.27], [-0.59, -0.17, -0.54], [-0.66, 0.49, -0.94], [-1.03, 1.50, 1.60], [-0.39, -1.78, -0.34], [0.06, 0.67, -0.28], [-0.36, 0.27, -0.79], [-0.05, -0.23, 0.48], [0.34, 0.37, -0.31], [0.57, -0.72, -0.14], [0.46, -0.18, 0.00], [0.17, 0.09, -0.32], [0.31, -0.22, -0.01], [-0.48, 1.17, -0.15], [-1.87, -2.05, -0.11], [1.13, 1.74, 0.85], [0.05, 0.42, 0.51], [0.06, -0.02, 0.33], [-0.22, 0.04, -0.54], [0.04, -0.03, -0.21], [0.23, -0.62, -0.59], [0.12, -0.39, -0.53], [0.90, -0.19, 0.24], [0.54, 0.89, 0.11], [1.02, 0.92, -0.83], [-1.11, -1.42, -0.52], [0.23, -0.88, 0.09], [0.06, 0.10, -0.05], [-0.33, 0.24, 0.19], [-0.25, 0.09, 0.04], [-0.07, -0.19, 0.30], [-0.54, 0.13, 0.22], [0.45, 0.27, 0.39], [-0.33, -0.14, -0.18], [-0.40, -0.18, -0.88], [1.56, 1.52, 0.69], [0.24, -1.10, -0.46], [0.25, 0.16, -0.07], [0.41, -0.52, 0.44], [-0.43, -0.50, 0.35], [-0.44, 0.26, -0.20], [-0.07, 0.45, -0.29], [-0.62, 0.09, 0.32], [0.38, 0.10, -0.85], [-0.19, 0.37, -0.22], [-0.30, 0.06, 1.78], [0.09, 0.13, -0.82], [-0.43, -0.19, -0.22], [-0.13, 0.01, 0.11], [-0.02, -0.20, -0.29], [0.50, -0.41, 0.08], [0.06, -0.10, 0.08], [0.34, 0.03, -0.15], [0.88, 1.40, -0.08], [0.05, -3.07, -1.25], [-1.22, 1.61, 0.67], [0.27, 1.75, -0.89], [0.15, -0.63, 0.54], [0.36, -0.19, -0.15], [-0.29, -0.35, 0.65], [-0.18, -0.17, 0.71], [0.44, -0.41, -0.04], [-0.37, 0.01, -0.12], [0.63, 0.39, -0.13], [-0.71, -2.29, -0.28], [0.71, 2.06, 0.39], [-1.12, -0.06, -0.94], [0.32, -0.30, 0.75], [0.00, 0.31, -0.23], [0.34, 0.02, -0.21], [0.35, -0.26, -0.01], [-0.44, -0.12, 0.36], [-0.03, 0.25, 0.35]], "multiplicity": 2, "orbital_gap_ev": [6.58, 4.73], "charge": 1}